No. 1
{"formula": "C20H16N2O7", "method": "the ωB97M-V functional and the def2-TZVPD basis", "symbols": ["O", "O", "O", "O", "O", "O", "O", "N", "N", "C", "C", "C", "C", "C", "C", "C", "C", "C", "C", "C", "C", "C", "C", "C", "C", "C", "C", "C", "C", "H", "H", "H", "H", "H", "H", "H", "H", "H", "H", "H", "H", "H", "H", "H", "H"], "positions_angstrom": [[0.6510, 2.9854, 0.0239], [5.1454, -0.7133, 2.5885], [0.4500, 0.1649, -1.3140], [3.4179, 1.0913, 1.4267], [0.6736, 0.8790, 1.3203], [6.6449, 0.9470, 2.1139], [-5.4937, -2.0207, -3.8116], [5.4551, 0.3766, 2.2540], [-1.7743, -0.1465, -1.2144], [-3.4935, -1.0875, -2.5871], [4.7510, 1.3529, 1.3392], [-0.3658, -1.3418, 2.0846], [-0.6874, 0.2660, -0.5467], [-1.8475, -1.2175, -4.5783], [-1.0132, -2.5741, 2.9190], [1.3342, 2.1742, 0.6507], [-6.3275, -1.8394, -2.7517], [-1.3622, -0.4089, -3.4109], [-2.4689, -0.1319, 2.3814], [-2.2573, -2.2810, 3.4071], [-2.2099, -0.4879, -2.3198], [-2.9277, -1.3538, 2.9904], [3.7717, 2.8675, 0.3158], [-0.5833, 0.8683, 0.8981], [-4.0943, -1.5105, -3.6592], [-3.1371, -1.6108, -4.6777], [-1.1622, -0.2510, 1.6142], [4.8932, 2.4891, 0.7920], [2.7341, 1.9616, 0.8891], [-2.5853, 0.1362, -0.1445], [-1.2846, 1.8106, 0.8721], [-0.3734, -3.3379, 3.1304], [-5.8399, -2.4526, -2.0164], [-3.6117, -1.9063, -5.6963], [-2.5958, -3.4449, 4.0375], [-1.2740, -1.1816, -5.2321], [-4.1401, -0.8899, -1.5061], [5.8998, 2.9318, 0.6527], [-7.0863, -2.3536, -3.0659], [-3.1412, 0.6054, 2.0876], [0.6892, -1.4311, 1.5836], [-6.5462, -0.9244, -2.4567], [3.4886, 3.9198, -0.0283], [-4.0525, -1.0649, 3.4514], [-0.3030, -0.3936, -3.1740]], "total_charge": 0, "e_homo_ev": -8.272, "lumo_energy_ev": -1.64, "homo_lumo_gap_ev": 6.635, "max_force_ev_per_a": 16.636}


No. 2
{"formula": "C20H16N4NiO6", "method": "the ωB97M-V functional and the def2-TZVPD basis", "symbols": ["Ni", "O", "O", "O", "O", "O", "O", "N", "N", "N", "N", "C", "C", "C", "C", "C", "C", "C", "C", "C", "C", "C", "C", "C", "C", "C", "C", "C", "C", "C", "C", "H", "H", "H", "H", "H", "H", "H", "H", "H", "H", "H", "H", "H", "H", "H", "H"], "positions_angstrom": [[0.0336, -0.0885, 0.4741], [-1.7636, -0.0417, -0.3732], [1.9735, -0.4608, 0.6558], [-2.7373, 0.4484, -2.3465], [1.7720, 1.6418, -4.9130], [-4.1328, 5.6039, 0.8656], [3.9027, -0.2238, -0.4836], [-3.5273, 3.8579, -0.4752], [0.5723, 0.1950, -1.3568], [-2.0014, 4.9033, 0.9763], [0.0186, 1.8333, 1.1856], [1.8687, 0.2945, -1.5931], [2.3096, 0.7821, -2.8020], [-1.7715, 0.2881, -1.6285], [-8.4317, 3.0150, -3.3119], [-5.9166, 3.1337, -3.1893], [-0.0313, 1.0184, -3.4513], [1.3342, 1.1519, -3.7358], [-1.0373, 2.6377, 1.0030], [-0.9274, 4.0221, 1.0696], [-0.3742, 0.5250, -2.2123], [-4.7368, 3.3446, -2.4967], [0.3404, 4.5561, 1.3166], [-3.3091, 4.8047, 0.4764], [-5.9881, 3.8409, -0.5113], [1.2176, 2.3485, 1.4651], [-4.7675, 3.6898, -1.1537], [2.6961, -0.1756, -0.3890], [1.4112, 3.7181, 1.5343], [-7.1509, 3.2777, -2.5658], [-7.1606, 3.6404, -1.2235], [-1.9005, 5.7714, 1.4785], [2.3955, 4.1122, 1.7427], [-8.3461, 3.3050, -4.3593], [-2.7367, 3.3833, -0.8784], [-3.7853, 3.2251, -3.0008], [-5.8729, 2.8535, -4.2352], [3.3639, 0.8679, -3.0218], [-8.1086, 3.7692, -0.7141], [-9.2649, 3.5628, -2.8724], [-6.0236, 4.1279, 0.5283], [-1.9841, 2.1449, 0.8266], [1.0254, 1.8436, -5.4887], [-0.7976, 1.2759, -4.1721], [-8.6824, 1.9525, -3.2846], [2.0230, 1.6456, 1.6246], [0.4650, 5.6320, 1.3445]], "total_charge": 0, "e_homo_ev": [-8.474, -8.475], "lumo_energy_ev": [-0.45, -0.82], "homo_lumo_gap_ev": [8.020, 7.658], "max_force_ev_per_a": 0.244, "spin_multiplicity": 3}